w:
{"formula": "C4H7NO3", "method": "wB97M-V/def2-TZVPD", "species": ["N", "C", "C", "O", "C", "C", "O", "O", "H", "H", "H", "H", "H", "H", "H"], "positions_angstrom": [[-1.63, 1.34, -1.11], [-0.85, 0.38, -0.30], [-0.76, 0.84, 1.13], [-1.71, 0.93, 1.84], [0.51, 0.15, -0.95], [1.39, -0.91, -0.31], [2.55, -1.06, -0.60], [0.73, -1.77, 0.47], [-2.34, 0.95, -1.70], [-2.01, 2.07, -0.53], [-1.43, -0.54, -0.33], [0.31, 1.01, 1.40], [1.06, 1.08, -0.85], [0.42, -0.24, -1.95], [1.21, -2.60, 0.54]], "spin_multiplicity": 1, "smiles": "N[C@H](C=O)CC(=O)O", "homo_ev": -9.677}


x:
{"formula": "C4H7NO3", "method": "wB97M-V/def2-TZVPD", "species": ["H", "N", "C", "C", "O", "H", "H", "C", "C", "O", "O", "H", "H", "H", "H"], "positions_angstrom": [[-2.09, -1.93, 1.25], [-2.03, -0.94, 1.03], [-1.49, -0.71, -0.09], [-1.27, 0.71, -0.46], [-0.72, 1.07, -1.52], [-1.08, -1.46, -0.77], [-1.84, 1.43, 0.14], [1.33, 0.78, 0.71], [1.43, -0.61, -0.20], [1.51, -1.64, 0.39], [1.32, -0.41, -1.47], [0.89, 1.70, 0.32], [2.41, 1.00, 0.65], [1.06, 0.57, 1.74], [0.57, 0.44, -1.72]], "spin_multiplicity": 1, "smiles": "[H]/N=C/C=O.CC(=O)O", "homo_ev": -9.917}


Relative energies, kcal/mol: w 0.0; x 38.6.


w:
{"formula": "C4H7NO3", "method": "wB97M-V/def2-TZVPD", "species": ["C", "C", "C", "O", "N", "C", "O", "O", "H", "H", "H", "H", "H", "H", "H"], "positions_angstrom": [[-1.21, -0.26, 1.53], [-1.18, 0.36, 0.15], [-0.32, 1.63, 0.14], [-0.16, 2.36, 1.09], [-0.53, -0.53, -0.84], [0.77, -0.88, -0.65], [1.58, -0.20, -0.07], [1.15, -2.06, -1.18], [-1.94, -1.07, 1.58], [-1.59, 0.46, 2.23], [-0.21, -0.55, 1.84], [-2.14, 0.64, -0.27], [-0.14, 2.10, -0.86], [-1.14, -1.03, -1.45], [0.54, -2.54, -1.75]], "spin_multiplicity": 1, "smiles": "C[C@@H](C=O)NC(=O)O", "homo_ev": -9.655}


x:
{"formula": "C4H7NO3", "method": "wB97M-V/def2-TZVPD", "species": ["C", "N", "C", "C", "C", "O", "O", "O", "H", "H", "H", "H", "H", "H", "H"], "positions_angstrom": [[2.25, -0.41, -2.65], [1.47, -0.50, -3.74], [-0.35, -0.12, 0.40], [-1.41, -0.39, 1.38], [-1.77, 0.48, 2.40], [-1.19, 1.74, 2.41], [-2.50, 0.27, 3.37], [1.79, -0.11, -1.48], [3.33, -0.25, -2.81], [1.84, -1.11, -4.49], [-0.73, -0.33, -0.62], [0.53, -0.79, 0.58], [-0.06, 0.93, 0.51], [-2.01, -1.31, 1.38], [-1.20, 1.91, 3.36]], "spin_multiplicity": 1, "homo_ev": -7.582}


y:
{"formula": "C4H7NO3", "method": "wB97M-V/def2-TZVPD", "species": ["O", "C", "C", "C", "N", "C", "O", "O", "H", "H", "H", "H", "H", "H", "H"], "positions_angstrom": [[-2.64, -0.59, -0.73], [-2.04, -1.41, -0.08], [-0.55, -1.53, -0.14], [0.01, -0.22, 0.40], [0.36, 0.91, -0.48], [1.28, 1.91, -0.28], [1.37, 2.91, -0.92], [2.10, 1.52, 0.75], [-2.50, -2.19, 0.54], [-0.19, -1.85, -1.19], [0.05, -2.37, 0.32], [0.96, -0.39, 0.91], [-0.68, 0.26, 1.10], [-0.49, 1.21, -1.02], [2.97, 1.83, 0.82]], "spin_multiplicity": 1, "smiles": "O=CCCNC(=O)O", "homo_ev": -9.883}


z:
{"formula": "C4H7NO3", "method": "wB97M-V/def2-TZVPD", "species": ["C", "O", "C", "C", "C", "O", "N", "O", "H", "H", "H", "H", "H", "H", "H"], "positions_angstrom": [[-2.91, 0.22, 0.03], [-1.86, -0.69, -0.23], [-0.62, -0.33, 0.19], [0.55, -1.09, -0.05], [1.91, -0.76, -0.02], [2.74, -1.66, 0.09], [2.57, 0.53, -0.33], [1.83, 1.70, 0.13], [-2.49, 1.23, -0.51], [-3.05, 0.25, 1.31], [-3.79, -0.29, -0.60], [-0.45, 0.68, 0.52], [0.27, -2.16, -0.29], [3.37, 0.38, 0.52], [1.92, 1.98, -0.76]], "spin_multiplicity": 1, "smiles": "CO/C=C/C(=O)NO", "homo_ev": -9.239}


Relative energies, kcal/mol: w 0.0; x 141.6; y 14.1; z 115.1.


w:
{"formula": "C4H7NO3", "method": "wB97M-V/def2-TZVPD", "species": ["C", "C", "N", "C", "O", "C", "O", "O", "H", "H", "H", "H", "H", "H", "H"], "positions_angstrom": [[-0.76, 2.06, 0.03], [-0.06, 1.19, 0.84], [-0.30, -0.15, 1.12], [-0.53, -1.16, -0.14], [-0.68, -2.46, 0.25], [0.84, -1.00, -0.85], [1.76, -1.70, -0.58], [1.14, 0.17, -1.41], [-0.50, 3.11, 0.05], [-1.54, 1.75, -0.53], [0.70, 1.63, 1.43], [0.57, -0.43, 1.54], [-1.38, -0.95, -0.72], [0.18, -2.94, 0.41], [0.55, 0.89, -1.45]], "spin_multiplicity": 1, "smiles": "C=CN[C@H](O)C(=O)O", "homo_ev": -9.007}


x:
{"formula": "C4H7NO3", "method": "wB97M-V/def2-TZVPD", "species": ["C", "C", "N", "C", "C", "O", "O", "O", "H", "H", "H", "H", "H", "H", "H"], "positions_angstrom": [[0.19, 1.31, 0.64], [-0.26, -0.33, -1.55], [-0.48, -0.40, -0.10], [0.27, -1.60, 0.58], [1.28, -0.99, 1.34], [-0.48, 2.23, -0.09], [0.19, -2.71, 0.08], [1.60, -0.72, 2.46], [-1.42, 2.24, 0.15], [-1.47, -0.60, 0.08], [-0.10, 1.18, 1.68], [1.25, 1.37, 0.44], [-0.95, 0.37, -2.01], [0.77, 0.00, -1.72], [-0.40, -1.32, -1.98]], "spin_multiplicity": 1, "homo_ev": -6.440}


Relative energies, kcal/mol: w 0.0; x 71.8.


w:
{"formula": "C3HF3S", "method": "wB97M-V/def2-TZVPD", "species": ["C", "C", "C", "F", "F", "F", "S", "H"], "positions_angstrom": [[0.01, -0.69, 0.10], [-0.58, -1.88, 0.40], [0.09, 1.30, -0.35], [0.51, 1.85, 0.74], [0.98, 1.41, -1.35], [-1.07, 2.01, -0.68], [-0.83, -3.39, 0.53], [0.89, -0.60, 0.60]], "spin_multiplicity": 1, "homo_ev": -8.923}


x:
{"formula": "C3HF3S", "method": "wB97M-V/def2-TZVPD", "species": ["F", "C", "F", "F", "C", "C", "S", "H"], "positions_angstrom": [[-1.39, -1.25, 2.28], [-0.99, -1.15, 0.98], [-0.57, -2.30, 0.62], [-2.03, -0.78, 0.26], [0.27, 0.11, 0.60], [1.39, 0.64, 0.97], [2.74, 1.55, 1.13], [-0.01, 0.70, -0.18]], "spin_multiplicity": 1, "smiles": "FC(F)(F)C=C=S", "homo_ev": -9.189}


Relative energies, kcal/mol: w 33.1; x 0.0.


w:
{"formula": "C2H5IN4", "method": "wB97M-V/def2-TZVPD", "species": ["C", "C", "N", "N", "N", "N", "I", "H", "H", "H", "H", "H"], "positions_angstrom": [[2.15, 1.56, 0.70], [-0.83, -1.58, -0.40], [1.34, 1.23, -0.23], [0.17, 0.91, -0.29], [-0.93, 1.06, -0.63], [-1.79, -0.61, -0.80], [-3.41, -0.44, 0.42], [3.17, 1.74, 0.42], [1.85, 1.69, 1.73], [-0.43, -1.44, 0.62], [-1.28, -2.57, -0.44], [-0.01, -1.54, -1.11]], "spin_multiplicity": 1, "homo_ev": [-8.058, -8.056]}


x:
{"formula": "C2H5IN4", "method": "wB97M-V/def2-TZVPD", "species": ["C", "C", "N", "N", "N", "N", "I", "H", "H", "H", "H", "H"], "positions_angstrom": [[2.08, -2.48, -0.27], [-1.69, 2.32, -0.17], [1.42, -1.62, 0.32], [1.03, -0.46, 0.34], [0.04, 0.25, 0.39], [-2.64, 1.61, 0.29], [-2.97, -0.26, 0.10], [2.13, -2.64, -1.33], [2.70, -3.16, 0.33], [-1.59, 3.38, -0.12], [-0.77, 1.90, -0.64], [0.26, 1.16, 0.74]], "spin_multiplicity": 1, "homo_ev": -7.984}


Relative energies, kcal/mol: w 0.0; x 6.3.


w:
{"formula": "C3H6F2S", "method": "wB97M-V/def2-TZVPD", "species": ["C", "C", "F", "F", "C", "S", "H", "H", "H", "H", "H", "H"], "positions_angstrom": [[-0.57, -0.61, 1.11], [0.64, -0.20, 0.26], [1.23, 0.94, 0.86], [1.55, -1.24, 0.29], [0.31, 0.10, -1.18], [-0.86, 1.45, -1.37], [-1.22, 0.16, 1.36], [-1.20, -1.27, 0.53], [-0.19, -1.24, 1.95], [1.13, 0.36, -1.82], [-0.16, -0.80, -1.60], [-0.65, 2.35, -0.38]], "spin_multiplicity": 1, "smiles": "CC(F)(F)CS", "homo_ev": -9.440}


x:
{"formula": "C3H6F2S", "method": "wB97M-V/def2-TZVPD", "species": ["C", "C", "F", "C", "F", "H", "H", "H", "H", "S", "H", "H"], "positions_angstrom": [[0.43, 1.57, -0.88], [-0.57, 0.72, -0.12], [-0.11, 0.35, 1.09], [-1.70, 0.11, -0.51], [-2.39, 0.21, -1.64], [0.50, 2.61, -0.55], [1.48, 1.30, -0.71], [0.26, 1.61, -1.94], [-2.13, -0.54, 0.19], [3.01, -2.34, 0.64], [2.10, -1.55, 0.04], [2.51, -3.53, 0.11]], "spin_multiplicity": 1, "smiles": "C/C(F)=C\\F.S", "homo_ev": -9.653}


Relative energies, kcal/mol: w 0.0; x 32.8.


w:
{"formula": "C3H6F2S", "method": "wB97M-V/def2-TZVPD", "species": ["C", "C", "F", "S", "C", "F", "H", "H", "H", "H", "H", "H"], "positions_angstrom": [[0.47, -1.17, 0.10], [-0.38, 0.05, -0.36], [-1.61, -0.41, -0.70], [0.41, 1.01, -1.82], [-0.45, 0.97, 0.84], [-1.10, 2.09, 0.50], [0.47, -1.91, -0.80], [1.49, -0.72, 0.21], [-0.08, -1.52, 0.97], [1.31, -0.01, -1.92], [0.47, 1.19, 1.26], [-1.01, 0.43, 1.72]], "spin_multiplicity": 1, "smiles": "C[C@](F)(S)CF", "homo_ev": -9.719}


x:
{"formula": "C3H6F2S", "method": "wB97M-V/def2-TZVPD", "species": ["C", "C", "S", "C", "F", "F", "H", "H", "H", "H", "H", "H"], "positions_angstrom": [[0.47, 0.12, -1.97], [0.54, 0.36, -0.42], [-0.71, 1.61, 0.23], [0.50, -1.03, 0.25], [0.60, -0.94, 1.66], [-0.68, -1.54, 0.03], [1.26, -0.66, -2.09], [0.78, 1.02, -2.49], [-0.53, -0.19, -2.25], [1.53, 0.69, -0.19], [-1.17, 0.71, 1.08], [1.26, -1.73, -0.14]], "spin_multiplicity": 1, "smiles": "C[C@@H](S)C(F)F", "homo_ev": -9.369}


Relative energies, kcal/mol: w 11.8; x 0.0.